Record 1
{
  "formula": "C6H3O3",
  "method": "ωB97M-V/def2-TZVPD",
  "lumo_energy_ev": [3.6, 3.7],
  "homo_energy_ev": [-4.13, -4.13],
  "orbital_gap_ev": [7.8, 7.8],
  "relative_energy_ev": 2.7640,
  "total_charge": -1,
  "total_energy_ev": -12409.326,
  "species": ["C", "C", "C", "C", "C", "C", "O", "O", "O", "H", "H", "H"],
  "xyz": [[0.2697, -1.3443, -0.9123], [-0.1355, -1.8007, 0.3281], [0.5177, -0.0025, -0.9042], [-0.3215, -0.6562, 1.0888], [-0.6097, 2.3048, 0.4580], [0.1096, 0.5304, 0.3663], [-1.1735, 2.5290, -0.6254], [-0.3900, 2.8199, 1.5153], [0.6484, 0.0790, 1.6901], [0.4555, -2.0759, -1.8341], [-0.1308, -2.8954, 0.5544], [0.7601, 0.5120, -1.7249]],
  "forces_ev_per_a": [[0.49, -1.87, -3.32], [-0.72, -2.53, 1.07], [-0.04, -1.74, 2.65], [0.95, 0.99, -0.62], [-0.43, -1.90, -2.17], [-2.05, 2.18, 0.18], [0.79, -0.03, 1.38], [0.15, 0.30, 0.57], [0.49, -0.55, 0.88], [-0.41, 1.66, 1.93], [-0.07, 1.27, 0.31], [0.85, 2.23, -2.87]],
  "lowdin_charge": [-0.1459, -0.1035, -0.0469, -0.2077, -0.5932, -0.2179, -0.0453, 0.0254, 0.0610, 0.1253, 0.0950, 0.0538]
}

***

Record 2
{
  "formula": "C6H40N12O14",
  "method": "ωB97M-V/def2-TZVPD",
  "lumo_energy_ev": -0.4,
  "homo_energy_ev": -8.63,
  "orbital_gap_ev": 8.2,
  "relative_energy_ev": 4.8602,
  "total_charge": 0,
  "total_energy_ev": -53419.500,
  "species": ["O", "H", "H", "O", "H", "H", "O", "H", "H", "O", "H", "H", "O", "H", "H", "O", "H", "H", "O", "H", "H", "O", "H", "H", "C", "O", "N", "N", "H", "H", "H", "H", "C", "O", "N", "N", "H", "H", "H", "H", "C", "O", "N", "N", "H", "H", "H", "H", "C", "O", "N", "N", "H", "H", "H", "H", "C", "O", "N", "N", "H", "H", "H", "H", "C", "O", "N", "N", "H", "H", "H", "H"],
  "xyz": [[-3.9364, -0.8506, -2.9181], [-3.0396, -0.6095, -2.6859], [-4.0916, -1.6731, -2.4538], [-0.6868, 4.6725, -2.2177], [-1.5547, 4.7484, -1.8213], [-0.2320, 5.4726, -1.9546], [-4.5682, -0.1032, -0.1245], [-4.6481, -0.8425, 0.4782], [-3.6446, -0.0973, -0.3759], [3.1208, 0.5790, -0.4202], [3.6019, 1.0813, 0.2375], [2.7985, -0.1884, 0.0525], [1.4896, 1.4116, 2.7886], [2.3727, 1.4289, 3.1575], [0.9167, 1.6150, 3.5279], [1.5374, 1.9522, -2.3908], [1.3301, 2.5587, -1.6799], [0.7078, 1.8311, -2.8526], [-4.5309, 1.7102, -3.4811], [-4.3785, 2.3922, -4.1352], [-4.3679, 2.1415, -2.6422], [-2.8399, 3.9460, -0.9405], [-3.6961, 4.3739, -0.9509], [-2.4969, 4.1168, -0.0634], [-0.9720, 0.4455, -0.2277], [-1.6544, -0.4258, -0.7471], [0.0631, 0.2360, 0.5605], [-1.2438, 1.6998, -0.3403], [0.6455, 0.9096, 1.0371], [0.3364, -0.7292, 0.4427], [-0.6315, 2.4456, -0.0419], [-2.0075, 2.0760, -0.8837], [2.0313, -1.6896, -2.9846], [2.6899, -0.6522, -2.9919], [2.4592, -2.7913, -3.5310], [0.7741, -1.7868, -2.6239], [1.7647, -3.4890, -3.7568], [3.4285, -2.9064, -3.7907], [0.3630, -2.7085, -2.6627], [0.2214, -1.0263, -2.2547], [-3.2211, -3.4313, 0.7878], [-3.7452, -2.3760, 1.1723], [-3.8022, -4.5408, 0.6642], [-2.0719, -3.3929, 0.1900], [-3.1516, -5.2370, 0.3295], [-4.7903, -4.7050, 0.7941], [-1.6079, -4.2839, 0.0855], [-1.7017, -2.4649, 0.0427], [2.1612, 4.1937, 0.6731], [2.8569, 3.2328, 0.3620], [1.9970, 5.3151, 0.0019], [1.5240, 4.1723, 1.7386], [2.4182, 5.2654, -0.9147], [1.1645, 5.8386, 0.2323], [1.4657, 3.2915, 2.2295], [1.0351, 5.0388, 1.9122], [2.7562, -2.7411, 0.7333], [1.9356, -1.8635, 0.5685], [2.6602, -3.8622, 0.1813], [3.8324, -2.6312, 1.4780], [1.8367, -4.0548, -0.3709], [3.1587, -4.5964, 0.6636], [4.4499, -3.3929, 1.7202], [3.9971, -1.6917, 1.8103], [0.7982, -1.8224, 4.4208], [0.5562, -2.3772, 5.5036], [0.0295, -1.0089, 3.7899], [1.9626, -1.9089, 3.7927], [-0.8904, -0.7535, 4.1193], [0.2835, -0.6379, 2.8854], [1.9319, -1.3986, 2.9216], [2.7395, -2.4499, 4.1445]],
  "forces_ev_per_a": [[-0.10, -0.34, -0.55], [0.27, 0.13, 0.22], [-0.05, -0.11, 0.29], [0.74, 0.10, -0.12], [-0.51, -0.22, 0.00], [0.26, 0.18, -0.17], [-0.68, 0.82, -0.03], [0.24, -0.34, 0.24], [0.36, -0.26, -0.12], [0.37, -0.04, 0.17], [0.04, 0.51, 0.05], [-0.29, -0.48, -0.07], [-0.01, 0.31, -0.15], [0.44, -0.04, 0.01], [-0.30, -0.23, 0.42], [0.02, 0.02, -0.17], [0.09, 0.14, 0.25], [-0.23, 0.07, -0.22], [-0.06, 0.13, -0.20], [0.05, 0.21, -0.22], [-0.01, -0.07, 0.34], [-0.34, 0.16, -0.06], [-0.44, 0.04, -0.03], [0.01, -0.09, 0.44], [0.19, -0.12, 0.71], [-0.35, -1.57, -0.80], [0.87, -2.57, 0.78], [-1.72, 5.17, -0.98], [0.01, -0.13, -0.58], [0.95, 0.17, 0.60], [0.30, -0.56, 0.03], [-0.03, -0.67, -0.07], [1.71, 4.59, -0.68], [-0.19, -0.75, 0.53], [1.53, -4.14, -1.36], [-3.36, -0.46, 1.33], [0.73, -0.15, -0.19], [-0.45, 0.15, -0.05], [-0.35, 0.54, 0.24], [0.30, -0.11, -0.04], [-1.65, 6.61, 0.41], [-0.25, -0.53, 0.77], [-2.47, -6.07, 0.16], [3.80, -0.11, -0.93], [-1.30, -0.70, -0.06], [0.49, 0.04, 0.24], [0.69, 0.82, -0.42], [0.65, -0.07, -0.06], [3.72, -2.67, -3.55], [0.68, 0.13, -1.03], [0.50, 1.94, -2.23], [-4.30, 0.59, 6.31], [-0.42, 0.62, -0.11], [0.39, 0.21, -0.86], [-0.21, 0.30, 0.31], [-0.35, -0.77, 1.20], [-0.36, 3.08, 1.02], [-0.90, 1.91, 0.18], [-0.86, -6.36, -2.68], [2.19, 1.70, 2.18], [0.23, -0.18, 0.24], [-0.34, -0.45, -0.82], [-0.07, 0.47, -0.23], [0.42, -0.41, 0.21], [1.05, -2.42, 4.20], [-0.07, 0.34, -0.84], [-4.01, 3.15, -2.01], [2.00, -0.25, -1.12], [0.21, -0.47, 0.05], [-0.29, -0.05, 0.14], [1.20, -0.61, -0.12], [-0.42, 0.19, -0.29]],
  "lowdin_charge": [-0.0633, -0.0001, 0.0262, -0.0545, -0.0294, 0.0170, -0.0760, -0.0142, -0.0304, -0.0588, 0.0080, -0.0314, -0.0421, 0.0765, 0.0678, -0.0508, -0.0135, 0.0263, -0.0424, 0.0300, 0.0115, -0.0367, 0.0788, 0.0641, -0.7253, 0.0088, 0.1997, 0.1979, 0.0741, 0.0695, 0.1036, 0.0909, -0.7665, 0.0406, 0.1463, 0.1813, 0.0981, 0.1187, 0.0965, 0.0936, -0.7758, 0.0075, 0.1856, 0.1751, 0.1133, 0.1386, 0.1051, 0.0868, -0.8141, 0.0421, 0.1749, 0.1780, 0.1281, 0.1008, 0.0828, 0.1206, -0.7853, 0.0119, 0.2041, 0.1831, 0.1299, 0.1268, 0.1224, 0.1193, -0.7544, 0.0015, 0.1719, 0.1568, 0.1333, 0.0646, 0.0604, 0.1140]
}

***

Record 3
{
  "formula": "C6H41NO14",
  "method": "ωB97M-V/def2-TZVPD",
  "lumo_energy_ev": -0.1,
  "homo_energy_ev": -7.59,
  "orbital_gap_ev": 7.5,
  "relative_energy_ev": 6.1835,
  "total_charge": 0,
  "total_energy_ev": -37039.087,
  "species": ["C", "C", "C", "C", "N", "C", "C", "H", "H", "H", "H", "H", "H", "H", "H", "H", "H", "H", "H", "H", "H", "H", "O", "H", "H", "O", "H", "H", "O", "H", "H", "O", "H", "H", "O", "H", "H", "O", "H", "H", "O", "H", "H", "O", "H", "H", "O", "H", "H", "O", "H", "H", "O", "H", "H", "O", "H", "H", "O", "H", "H", "O"],
  "xyz": [[-1.5402, -1.0646, -2.8145], [-0.0788, -0.9207, -2.1704], [-0.0262, 0.3325, -1.3825], [-0.7162, 0.2117, -0.0528], [-0.4186, 3.3848, 1.7821], [-0.9333, 2.2839, 1.1868], [-0.3156, 1.0307, 1.1122], [-1.6606, -2.1478, -3.2199], [-2.2021, -0.8558, -1.8686], [-1.8424, -0.2988, -3.6461], [0.4913, -1.7345, -1.7022], [0.5991, -0.7151, -3.0706], [-0.4714, 1.2268, -1.9399], [1.0304, 0.6274, -1.2001], [-1.7972, 0.2492, -0.1962], [-0.5761, -0.8311, 0.2385], [-1.0446, 4.2427, 1.8141], [0.2691, 3.3695, 2.5232], [-1.7679, 2.6554, 0.6844], [0.6636, 0.8053, 1.5592], [1.6701, 2.2721, -4.4077], [1.8011, 1.9434, -3.0112], [1.1909, 1.8162, -3.7051], [2.5106, -2.6605, 0.1568], [1.7288, -3.7555, 1.1112], [2.1814, -2.9522, 1.0206], [-1.2958, -3.5814, 3.4138], [-1.8731, -2.8635, 2.2420], [-1.2573, -2.7906, 3.0306], [-3.0854, -3.5783, -0.0784], [-3.4234, -2.2767, 0.6195], [-3.0650, -3.1343, 0.7599], [2.5342, -1.1538, 3.5783], [3.1078, -2.2496, 2.6802], [3.3461, -1.8779, 3.5270], [4.1807, -1.5641, -2.0833], [3.5745, -0.7015, -0.9535], [3.6133, -1.5691, -1.3900], [-2.2842, 0.3183, 2.7762], [-2.0068, -0.1345, 4.1137], [-2.0041, 0.6775, 3.5261], [1.5248, 4.8339, -0.9464], [0.4492, 4.2638, -0.0932], [0.6125, 4.8106, -0.8195], [-4.4789, 1.1625, -0.7649], [-4.7682, 0.0884, -1.6703], [-4.6758, 0.3275, -0.8697], [0.0757, -0.9626, 2.4799], [1.2550, -1.8029, 1.6935], [1.0027, -0.9930, 2.1746], [3.3807, 0.5892, 1.1233], [2.0907, 0.2823, 0.3820], [3.0016, 0.6224, 0.2161], [2.6441, 3.5158, 0.0808], [3.3001, 2.3347, -0.6095], [3.1463, 3.2782, -0.7755], [-0.7711, -4.0126, 0.4470], [0.1056, -5.0415, -0.2673], [0.1412, -4.4073, 0.4591], [-2.3744, 2.6256, -2.9292], [-1.8790, 3.5184, -1.8070], [-2.5896, 2.9310, -2.0673]],
  "forces_ev_per_a": [[-0.28, -1.05, 1.51], [0.61, 1.10, -4.26], [0.62, 2.61, 0.29], [-1.20, -2.06, 0.85], [-0.33, 3.36, 1.25], [3.08, -2.81, 0.33], [-1.15, 4.24, -1.21], [-0.21, 1.91, 0.69], [0.47, -0.75, -2.16], [1.08, -1.34, 1.63], [-1.16, -0.33, 0.24], [-0.73, -0.30, 0.95], [0.63, -1.27, 0.53], [-0.46, -0.15, -0.22], [-0.17, 0.40, -0.04], [0.07, -0.43, 0.08], [1.23, -1.81, 0.25], [-0.16, -0.31, -0.14], [-1.68, -0.78, -1.35], [-0.98, 0.72, 0.07], [-0.37, -0.07, -0.34], [0.87, 0.12, 1.87], [-0.47, 0.11, -1.61], [-0.21, -0.90, -0.13], [-1.02, -1.74, -0.86], [2.04, 2.74, 0.59], [-0.13, -5.09, 2.61], [0.93, 0.05, 1.23], [-0.92, 5.09, -3.84], [-0.15, -0.23, -0.66], [-0.57, 1.28, -0.36], [0.69, -0.92, 0.87], [2.96, -2.80, -0.11], [0.06, -0.57, -0.58], [-2.84, 3.25, 0.72], [2.65, 0.22, -3.13], [0.23, -0.06, -0.20], [-3.00, -0.31, 3.47], [-1.76, -1.94, -5.48], [0.10, 1.52, -0.59], [1.62, 0.28, 6.39], [2.30, -0.07, -0.56], [-0.42, -1.47, 1.97], [-2.18, 1.54, -1.51], [1.67, 6.76, 0.38], [-0.93, -2.23, -9.07], [-0.61, -4.57, 8.70], [0.75, -0.56, -0.35], [-0.44, -0.37, 0.26], [0.06, 0.61, 0.75], [-0.08, -0.05, -0.77], [0.60, 0.32, -0.19], [-0.37, -0.46, 1.25], [1.23, -0.52, -2.01], [-0.03, -0.04, -0.09], [-1.13, 0.51, 2.15], [1.33, -0.29, 0.30], [0.17, -0.04, 0.08], [-1.93, -0.07, -0.46], [0.42, -0.35, -1.12], [0.33, 0.16, -0.06], [-0.70, 0.19, 1.22]],
  "lowdin_charge": [-0.0930, -0.2669, -0.2668, -0.2649, 0.0325, -0.1974, -0.1249, 0.0772, 0.0604, 0.0951, 0.0999, 0.1079, 0.1176, 0.0936, 0.0930, 0.0920, 0.1340, 0.1024, 0.0950, 0.0768, 0.0505, -0.0034, -0.0325, 0.0538, 0.0077, -0.0316, -0.0326, 0.0334, -0.0066, 0.0508, 0.0379, -0.0122, 0.1051, -0.0466, -0.1441, -0.0164, 0.0102, -0.0099, -0.0706, 0.0802, -0.0172, -0.0220, -0.0483, -0.0109, -0.0457, -0.0675, 0.1052, 0.0372, -0.0083, -0.1227, 0.1038, 0.0372, -0.0688, 0.0739, -0.0087, -0.0936, 0.0503, 0.0615, -0.0513, 0.0171, 0.0273, -0.0352]
}